Entry 1:
Here is a cluster of 4 separate species, C23H53N3O13PS in total in a non-equilibrium geometry from the Open Molecules 2025 dataset. Energies are from ωB97M-V/def2-TZVPD.

CARTESIAN COORDINATES (ANGSTROEM)
C: 6.1187 0.2789 2.0462
C: 5.9992 1.6536 2.5930
O: 5.3823 1.9550 3.5788
O: 6.7034 2.6196 1.8707
C: 5.9724 3.2950 0.9163
O: 6.1408 3.1168 -0.2486
C: 5.0010 4.3384 1.4640
N: 3.7824 3.8049 2.0736
C: 2.8161 3.2683 1.3128
N: 2.8936 3.1494 -0.0772
N: 1.6834 2.8503 1.8748
S: 1.4143 2.9372 3.5772
P: 0.2894 2.2030 0.9785
O: -0.9396 2.7094 1.5989
H: 5.2529 -0.2986 2.3589
H: 6.9972 -0.1753 2.5145
H: 6.2862 0.2574 0.9732
H: 4.7836 5.0548 0.6770
H: 5.5105 4.8878 2.2548
H: 3.9788 3.2935 2.9336
H: 3.3128 3.9565 -0.5266
H: 3.4227 2.3257 -0.3527
H: 2.1709 1.8860 3.9367
H: 0.4527 2.6320 -0.3302
H: 0.4746 0.8187 1.0364
C: -0.1375 -3.2586 -2.0334
O: 0.1887 -2.3281 -3.0484
C: -0.4635 -1.0819 -2.9920
C: 0.4626 0.1110 -2.8384
O: 1.2933 0.1437 -1.6819
C: 2.3010 -0.8401 -1.5090
C: 3.4247 -0.8840 -2.5305
O: 3.0156 -1.1875 -3.8382
C: 3.3033 -0.2329 -4.8419
H: -0.8292 -4.0124 -2.4168
H: 0.7770 -3.7689 -1.7245
H: -0.5796 -2.7771 -1.1572
H: -1.2186 -1.0726 -2.1985
H: -0.9923 -0.9330 -3.9415
H: -0.1901 0.9826 -2.7342
H: 1.0496 0.2811 -3.7415
H: 1.8653 -1.8292 -1.3637
H: 2.7790 -0.5785 -0.5559
H: 4.0998 -1.6829 -2.1971
H: 3.9936 0.0543 -2.5049
H: 3.5278 0.7504 -4.4199
H: 2.4330 -0.1409 -5.4932
H: 4.1493 -0.5637 -5.4487
C: -2.7461 6.8498 8.8023
O: -2.9343 6.9873 7.4087
C: -1.9131 7.6503 6.6985
C: -1.2344 6.8090 5.6332
O: -0.5849 5.6259 6.0620
C: -1.3453 4.5484 6.5756
C: -2.2882 3.8493 5.6154
O: -3.3247 4.6549 5.1046
C: -3.3723 4.8131 3.7008
H: -3.3418 7.5894 9.3439
H: -3.0854 5.8567 9.1017
H: -1.6964 6.9575 9.0862
H: -1.1618 8.0568 7.3838
H: -2.3670 8.5007 6.1738
H: -0.4303 7.4341 5.2339
H: -1.9103 6.6097 4.7990
H: -1.8569 4.8215 7.5000
H: -0.5988 3.7973 6.8545
H: -2.7550 3.0313 6.1787
H: -1.7121 3.3933 4.8006
H: -2.4277 4.5407 3.2228
H: -3.5904 5.8592 3.4765
H: -4.1724 4.2006 3.2767
C: -4.3183 -9.0574 -2.8339
O: -3.2733 -8.2725 -3.3688
C: -2.4073 -8.9181 -4.2790
C: -2.3925 -8.3263 -5.6766
O: -3.6111 -8.3217 -6.3892
C: -4.6906 -7.5169 -5.9614
C: -4.4992 -6.0140 -6.0105
O: -3.4788 -5.5226 -5.1637
C: -2.4205 -4.8248 -5.7807
H: -4.0734 -9.3825 -1.8183
H: -5.2218 -8.4470 -2.7865
H: -4.5273 -9.9351 -3.4497
H: -2.6304 -9.9885 -4.3347
H: -1.3848 -8.8198 -3.8921
H: -1.7372 -8.9772 -6.2622
H: -1.9233 -7.3395 -5.6811
H: -5.0614 -7.8304 -4.9829
H: -5.4899 -7.7343 -6.6750
H: -5.4467 -5.5750 -5.6752
H: -4.3380 -5.6919 -7.0445
H: -2.3675 -5.0131 -6.8556
H: -1.4814 -5.1485 -5.3261
H: -2.5291 -3.7489 -5.6087

Calculated values
Charge: +1
2S+1: 1
Energy in a.u.: -2789.61567
LUMO in eV: -3.9
Kohn-Sham gap in eV: 6.3

=====

Entry 2:
Here is a structure of composition C30H54O6SbTc in a non-equilibrium geometry from the Open Molecules 2025 dataset. Energies are from ωB97M-V/def2-TZVPD.

CARTESIAN COORDINATES (ANGSTROEM)
Tc: 0.7410 1.2083 0.1457
C: 0.7916 3.1375 2.3661
C: 1.0274 4.1227 1.2411
O: 0.6790 3.4652 0.0080
C: 1.1592 4.1461 -1.1762
C: 0.9912 3.2130 -2.3582
O: 1.5135 1.9054 -2.0892
C: 2.8882 1.6422 -2.3681
C: 3.7291 1.9873 -1.1580
O: 2.9885 1.5620 0.0123
C: 3.6355 2.0112 1.2216
C: 2.7609 1.5905 2.3783
O: 1.3693 1.8305 2.0494
H: -0.2675 2.9406 2.5148
H: 1.2258 3.4935 3.2997
H: 2.0668 4.4518 1.1891
H: 0.3941 5.0005 1.3875
H: 2.2014 4.4280 -1.0122
H: 0.5720 5.0536 -1.3295
H: 1.4733 3.6449 -3.2374
H: -0.0637 3.0632 -2.5803
H: 3.2282 2.1938 -3.2460
H: 2.9420 0.5766 -2.5868
H: 3.9127 3.0598 -1.0682
H: 4.6892 1.4685 -1.1809
H: 3.7660 3.0934 1.1643
H: 4.6232 1.5524 1.3088
H: 3.0157 2.1168 3.2977
H: 2.8236 0.5176 2.5508
C: -7.3250 0.3677 -1.2366
C: -5.8752 0.6424 -1.0293
C: -5.3639 0.9886 0.2109
C: -4.0028 1.2362 0.4184
C: -3.6022 1.6978 1.7832
C: -3.0946 1.0773 -0.6847
C: -3.6041 0.8261 -1.9796
C: -2.8128 0.8109 -3.2543
C: -4.9832 0.5959 -2.1129
C: -1.6690 1.1118 -0.4570
O: -0.7591 0.8912 -1.3238
O: -1.1321 1.3147 0.7283
H: -7.8952 0.4819 -0.3187
H: -7.4659 -0.6483 -1.6130
H: -7.7346 1.0424 -1.9914
H: -6.0407 1.0939 1.0490
H: -4.4892 1.9617 2.3543
H: -2.9449 2.5639 1.7398
H: -3.0720 0.9158 2.3352
H: -1.8890 1.3744 -3.2069
H: -3.4327 1.2103 -4.0570
H: -2.5597 -0.2156 -3.5332
H: -5.3735 0.3854 -3.1021
C: 1.0971 -1.6590 -2.6442
C: 0.3295 -2.4632 -1.5986
C: -1.1754 -2.3240 -1.8069
C: 0.6773 -3.9464 -1.7105
Sb: 0.9000 -1.6012 0.3862
C: -0.5363 -2.2037 1.9468
C: -1.9617 -1.8419 1.5336
C: -0.1908 -1.4493 3.2289
C: -0.4110 -3.7167 2.1247
C: 2.9092 -2.3574 1.0089
C: 3.0841 -3.8151 0.5852
C: 3.0479 -2.2789 2.5267
C: 3.9836 -1.5109 0.3353
H: 0.8814 -2.0752 -3.6322
H: 2.1791 -1.7409 -2.5002
H: 0.8023 -0.6079 -2.6577
H: -1.3773 -2.5516 -2.8577
H: -1.5629 -1.3259 -1.6060
H: -1.7259 -3.0555 -1.2187
H: 0.1812 -4.3223 -2.6099
H: 0.3112 -4.5428 -0.8729
H: 1.7379 -4.1251 -1.8401
H: -2.1045 -0.7583 1.4934
H: -2.6382 -2.2345 2.2982
H: -2.2636 -2.2739 0.5863
H: -0.1577 -0.3670 3.0709
H: 0.7469 -1.7742 3.6729
H: -0.9768 -1.6427 3.9643
H: -0.7436 -4.2607 1.2385
H: -1.0598 -4.0196 2.9515
H: 0.5974 -4.0415 2.3741
H: 2.2536 -4.4597 0.8679
H: 3.9738 -4.1909 1.0983
H: 3.2697 -3.9155 -0.4795
H: 2.4250 -3.0110 3.0386
H: 2.8263 -1.2969 2.9494
H: 4.0852 -2.5134 2.7795
H: 3.8632 -1.4661 -0.7505
H: 4.9568 -1.9673 0.5337
H: 4.0104 -0.4952 0.7292

Calculated values
Expectation value of S²: 3.852
Charge: +3
2S+1: 4
Energy in a.u.: -1946.98566
LUMO (spin up / spin down) in eV: -10.3 / -10.7
Kohn-Sham gap (spin up / spin down) in eV: 6.0 / 5.5

=====

Entry 3:
Here is a cluster of 17 separate species, C3H41NO17 in total in a non-equilibrium geometry from the Open Molecules 2025 dataset. Energies are from ωB97M-V/def2-TZVPD.

CARTESIAN COORDINATES (ANGSTROEM)
C: 0.1894 -0.9053 -1.1191
O: -1.2138 -1.4653 -1.0255
C: 0.4021 0.4903 -1.7347
C: 1.1700 0.2985 -3.0438
N: 0.9733 1.3452 -0.5637
H: 0.5798 -1.6680 -1.9121
H: 0.4881 -0.9635 -0.0581
H: -1.6156 -0.8281 -0.4005
H: -0.6058 0.8534 -2.0024
H: 1.4566 1.3949 -3.3500
H: 2.1536 -0.1433 -2.9850
H: 0.7301 -0.2866 -3.8269
H: 1.0424 2.2062 -1.0584
H: 1.9408 0.9923 -0.3515
H: -1.5366 1.3864 0.6532
H: -0.2764 0.7010 1.1299
O: -1.2339 0.5439 1.2011
H: 1.1585 3.4042 3.1592
H: -0.2528 3.5388 3.9544
O: 0.2478 3.3053 3.1362
H: 2.3815 0.4625 3.3394
H: 3.0936 -0.2567 2.1505
O: 3.2272 0.1275 3.0496
H: -2.0061 3.2284 -0.8485
H: -2.6084 1.9311 -1.2468
O: -1.8244 2.2275 -0.9137
H: -4.6179 1.6860 -2.3103
H: -3.8325 0.4876 -1.8384
O: -4.1147 1.2769 -1.6024
H: -1.4279 -2.5177 2.6561
H: -1.6558 -2.7517 4.0798
O: -1.1430 -3.1794 3.3365
H: -0.6226 -2.6400 -2.5518
H: -1.3050 -3.5341 -3.6810
O: -0.7135 -2.7965 -3.5320
H: -1.1613 0.7871 -4.9091
H: -1.3325 -0.5249 -4.0190
O: -1.7940 0.0368 -4.7300
H: 2.6359 -1.4875 0.3838
H: 4.1415 -1.4390 -0.0842
O: 3.2278 -1.1054 -0.3520
H: -3.0801 -0.8126 -3.7126
H: -3.2971 -1.6435 -2.4195
O: -3.5943 -0.9766 -2.9720
H: -2.2095 -0.2554 2.4508
H: -3.6781 -0.4623 2.8134
O: -2.7195 -0.7175 3.0582
H: -0.5227 -0.1248 3.5393
H: 0.1476 1.2208 3.3376
O: 0.1144 0.4382 3.8141
H: 0.0241 -4.5641 0.5507
H: 0.8596 -3.2504 0.3527
O: 0.6229 -4.0994 -0.0354
H: 1.6871 -3.1650 2.1236
H: 1.7068 -1.5981 2.7884
O: 1.7088 -2.2497 2.0080
H: 1.2984 4.0654 1.2910
H: 2.8480 3.8246 1.0824
O: 2.1846 4.3331 1.5499
H: 3.7987 1.4418 1.3070
H: 4.2276 2.2855 0.1350
O: 3.5274 2.0913 0.7582

Calculated values
2S+1: 1
Energy in a.u.: -1472.63225
LUMO in eV: 0.1
Energy above the lowest of the compared OMol25 structures with the same formula, charge and spin in kcal/mol: 80.6
Kohn-Sham gap in eV: 10.2

=====

Entry 4:
Here is a cluster of 8 separate species, C40H67N11O9S2 in total in a non-equilibrium geometry from the Open Molecules 2025 dataset. Energies are from ωB97M-V/def2-TZVPD.

CARTESIAN COORDINATES (ANGSTROEM)
N: 2.6303 5.0263 -1.7960
C: 2.7909 3.6161 -1.9521
O: 3.1816 2.9442 -1.0373
C: 2.4923 3.0395 -3.3281
C: 1.8337 1.6397 -3.2941
C: 0.9517 1.3598 -2.0968
C: -0.1625 2.1493 -1.8244
C: -0.6265 3.2739 -2.7345
C: -2.1179 3.0744 -3.1211
S: -2.3567 2.7401 -4.9109
C: -2.1333 1.0188 -4.9487
N: -2.6389 0.1590 -5.7694
N: -2.1263 -1.0669 -5.3895
C: -1.3715 -0.8689 -4.3745
O: -1.3156 0.4467 -4.0452
C: -0.9094 1.8828 -0.6848
C: -0.6073 0.8371 0.1531
C: 0.4631 0.0054 -0.1297
C: 1.2264 0.2830 -1.2537
S: 2.5739 -0.8046 -1.6532
C: 2.9962 -1.4575 -0.0637
C: 4.2802 -1.9106 0.1636
C: 4.6468 -2.4395 1.3846
C: 3.6860 -2.4828 2.3925
C: 2.4071 -2.0284 2.1601
C: 2.0373 -1.5155 0.9283
N: 0.6868 -1.0974 0.7426
H: 1.7772 5.2542 -1.3020
H: 2.6499 5.4853 -2.6978
H: 3.4511 2.9503 -3.8466
H: 1.9152 3.7646 -3.8971
H: 2.6357 0.9155 -3.3766
H: 1.2242 1.5381 -4.1963
H: -0.4631 4.2547 -2.2931
H: -0.0740 3.1727 -3.6613
H: -2.7171 3.9618 -2.9370
H: -2.5418 2.2110 -2.6230
H: -0.8306 -1.6207 -3.8295
H: -1.7705 2.5114 -0.4779
H: -1.2211 0.6399 1.0218
H: 5.0134 -1.8762 -0.6356
H: 5.6488 -2.8124 1.5421
H: 3.9768 -2.9029 3.3411
H: 1.6925 -2.0872 2.9709
H: 0.0726 -1.8768 0.5410
C: -0.1019 -5.1610 -4.9157
N: 0.2166 -4.9196 -3.5225
C: 1.0818 -3.8042 -3.1729
C: -0.2644 -5.6944 -2.5302
O: -0.0328 -5.5264 -1.3492
H: 0.8104 -5.3525 -5.4846
H: -0.6092 -4.2947 -5.3466
H: -0.7560 -6.0262 -5.0014
H: 1.9680 -4.1670 -2.6519
H: 0.5599 -3.1195 -2.5029
H: 1.3829 -3.2739 -4.0737
H: -0.9092 -6.5129 -2.8946
C: -7.1793 2.6217 0.1386
N: -5.8926 3.0164 -0.4106
C: -5.4310 2.4257 -1.6532
C: -5.0926 3.9139 0.1807
O: -4.0056 4.2641 -0.2548
H: -7.1827 1.5500 0.3434
H: -7.9759 2.8475 -0.5679
H: -7.3710 3.1578 1.0655
H: -4.4813 1.9193 -1.4764
H: -5.2674 3.2125 -2.3913
H: -6.1629 1.7154 -2.0280
H: -5.5069 4.3192 1.1196
C: 9.2299 -4.7227 -1.6594
N: 8.6328 -4.4631 -0.3661
C: 8.5845 -5.5406 0.6157
C: 8.1231 -3.2619 -0.0546
O: 7.6208 -2.9608 1.0131
H: 8.6924 -5.5254 -2.1687
H: 10.2743 -5.0196 -1.5405
H: 9.1885 -3.8270 -2.2761
H: 7.5582 -5.7728 0.8916
H: 9.1224 -5.2442 1.5176
H: 9.0464 -6.4285 0.1903
H: 8.2063 -2.5343 -0.8812
C: -10.0648 5.2561 -3.9124
N: -10.3321 4.0641 -3.1319
C: -10.7810 2.8574 -3.8077
C: -10.1803 4.0327 -1.7959
O: -10.3917 3.0569 -1.0991
H: -10.9666 5.5724 -4.4397
H: -9.2793 5.0599 -4.6447
H: -9.7407 6.0625 -3.2580
H: -11.7553 2.5535 -3.4250
H: -10.0786 2.0430 -3.6288
H: -10.8527 3.0466 -4.8756
H: -9.8375 4.9942 -1.3758
C: -3.5886 6.9649 1.9681
N: -4.0476 7.4861 3.2426
C: -4.0444 6.6160 4.4054
C: -4.4793 8.7531 3.3905
O: -4.8736 9.2317 4.4360
H: -4.1994 6.1150 1.6670
H: -2.5511 6.6374 2.0547
H: -3.6530 7.7333 1.2009
H: -5.0542 6.5197 4.8062
H: -3.4103 7.0348 5.1873
H: -3.6704 5.6353 4.1213
H: -4.4433 9.3340 2.4525
C: 2.4165 -0.5197 7.6666
N: 2.8157 -1.2422 6.4760
C: 3.7903 -0.6439 5.5738
C: 2.3163 -2.4512 6.1708
O: 2.6224 -3.0912 5.1803
H: 1.9684 0.4377 7.3942
H: 3.2833 -0.3341 8.3040
H: 1.6873 -1.1014 8.2268
H: 3.3596 -0.5216 4.5802
H: 4.6647 -1.2893 5.4850
H: 4.0926 0.3257 5.9612
H: 1.5858 -2.8215 6.9102
C: 5.0192 -7.4523 5.4848
N: 5.0255 -7.1950 4.0593
C: 3.7598 -7.1015 3.3460
C: 6.1655 -7.0381 3.3691
O: 6.2256 -6.8300 2.1708
H: 4.5320 -8.4074 5.6932
H: 4.4810 -6.6596 6.0057
H: 6.0405 -7.4913 5.8587
H: 3.7160 -7.8600 2.5640
H: 3.6641 -6.1224 2.8774
H: 2.9406 -7.2478 4.0448
H: 7.0692 -7.1208 3.9976

Calculated values
SMILES string: NC(=O)CCc1c(CCSc2nnco2)ccc2c1Sc1ccccc1N2.CN(C)C=O.CN(C)C=O.CN(C)C=O.CN(C)C=O.CN(C)C=O.CN(C)C=O.CN(C)C=O
2S+1: 1
Energy in a.u.: -3640.22571
LUMO in eV: 0.2
Kohn-Sham gap in eV: 7.5